# 1
Computed, not measured: a molecular structure, CHF3ORu at a distorted geometry, with ωB97M-V/def2-TZVPD.

XYZ file:
```
7
Properties=species:S:1:pos:R:3
Ru 3.82 0.03 0.02
F -1.84 0.47 1.14
F -1.83 0.74 -1.01
F -1.82 -1.25 -0.17
O 2.02 0.02 0.01
C -1.20 -0.01 -0.01
H 0.86 0.01 0.01
```

Properties
M   187.1 g/mol
E_HOMO (spin up / spin down)   -7.42 / -8.79 eV
Orbital gap (spin up / spin down)   7.94 / 4.87 eV
<S²>   12.02
Spin multiplicity   7

=====

# 2
Computed, not measured: 2 unconnected molecules or ions with the total composition CHF4N2 at a distorted geometry, with ωB97M-V/def2-TZVPD.

XYZ file:
```
8
Properties=species:S:1:pos:R:3
F 3.46 0.58 0.49
F 3.10 -1.27 -0.57
F 1.10 2.29 -0.13
F -0.16 -1.78 0.40
N 0.11 -0.48 0.11
N 2.53 -0.24 0.08
C 1.29 -0.02 0.14
H -0.75 0.05 -0.11
```

Properties
M   117.0 g/mol
E_HOMO (spin up / spin down)   -18.31 / -17.06 eV
Orbital gap (spin up / spin down)   9.25 / 8.40 eV
Total charge   +1

=====

Repeat the second record exactly.
Computed, not measured: 2 unconnected molecules or ions with the total composition CHF4N2 at a distorted geometry, with ωB97M-V/def2-TZVPD.

XYZ file:
```
8
Properties=species:S:1:pos:R:3
F 3.46 0.58 0.49
F 3.10 -1.27 -0.57
F 1.10 2.29 -0.13
F -0.16 -1.78 0.40
N 0.11 -0.48 0.11
N 2.53 -0.24 0.08
C 1.29 -0.02 0.14
H -0.75 0.05 -0.11
```

Properties
M   117.0 g/mol
E_HOMO (spin up / spin down)   -18.31 / -17.06 eV
Orbital gap (spin up / spin down)   9.25 / 8.40 eV
Total charge   +1